# 1
Molecular formula: C6H21NO4
Method: DFT, the ωB97M-V functional and the def2-TZVPD basis

Its strongest force on any atom is 5.6 eV/Å. As for the HOMO energy (spin up / spin down): 0.55 / -5.58 eV. As for the multiplicity: 2. The calculation puts the relative energy (zero: lowest compared OMol25 entry of this formula, charge and spin) at 4.272 eV. The value obtained for the calculated total energy is -596.73376 Ha. The frontier orbital gap (spin up / spin down) comes out at 2.4 / 8.5 eV. As for the total charge: -1.

CARTESIAN COORDINATES (ANGSTROEM)
C -0.683 0.542 1.370
N -0.992 -0.088 0.054
C 0.092 -1.154 -0.264
C -0.039 -1.379 -1.822
C 0.851 -0.328 -2.395
O 0.479 1.012 -2.544
C -0.200 -2.381 0.669
C -1.368 -0.002 2.583
H 0.394 0.714 1.484
H -0.883 1.589 1.140
H -1.882 -0.463 -0.152
H 1.131 -0.726 -0.114
H 0.754 -2.219 -1.907
H -1.084 -1.434 -2.196
H 0.965 -0.636 -3.495
H 1.761 -0.273 -1.869
H -0.500 1.346 -2.311
H 0.319 -1.893 1.532
H -1.094 -2.661 0.997
H 0.150 -3.367 0.475
H -1.192 0.685 3.472
H -0.844 -1.056 2.737
H -2.392 -0.133 2.457
H -1.326 1.820 -1.276
H -2.909 2.035 -1.308
O -2.047 2.425 -1.333
H 1.449 2.606 0.057
H 0.499 3.685 -0.635
O 0.774 3.220 0.251
H 3.282 -1.323 1.670
H 2.875 0.170 1.129
O 3.661 -0.333 1.545


# 2
Molecular formula: C6H21NO5
Method: DFT, the ωB97M-V functional and the def2-TZVPD basis

Its strongest force on any atom is 7.8 eV/Å. As for the HOMO energy: -9.72 eV. As for the multiplicity: 1. The calculation puts the relative energy (zero: lowest compared OMol25 entry of this formula, charge and spin) at 3.339 eV. The value obtained for the calculated total energy is -672.09759 Ha. The frontier orbital gap comes out at 10.2 eV. As for the total charge: 0.

CARTESIAN COORDINATES (ANGSTROEM)
C 0.508 -0.115 -2.236
C 0.785 -0.386 -0.743
N 0.048 0.409 0.204
C -1.345 -0.153 0.512
C -2.608 0.608 0.034
C 0.810 0.498 1.509
C 2.289 0.862 1.273
O 1.624 -1.235 -0.431
H -0.203 0.737 -2.462
H 0.048 -0.995 -2.739
H 1.555 -0.074 -2.681
H -1.442 -1.278 0.176
H -1.343 -0.265 1.659
H -2.981 0.187 -0.989
H -3.367 0.243 0.719
H -2.616 1.677 0.048
H 0.289 1.179 2.215
H 0.618 -0.469 1.975
H 2.802 0.031 0.836
H 2.349 1.691 0.537
H 2.872 1.179 2.207
H 1.311 -4.037 0.048
H 1.229 -2.664 0.452
O 0.934 -3.544 0.639
H -2.268 3.564 -2.316
H -1.304 3.185 -1.118
O -2.226 3.174 -1.361
H 1.007 2.313 -0.674
H 1.134 2.552 -2.106
O 1.001 2.974 -1.305
H -0.600 -3.377 1.518
H -1.208 -2.779 2.929
O -1.440 -3.039 1.987